Density functional theory data (the ωB97M-V functional and the def2-TZVPD basis) for a structure of composition C20H37IIrN4OSi2 in a non-equilibrium geometry.

Output
- Molar mass: 724.836 g/mol
- Charge: +2
- ΔE to the lowest compared entry with this formula, charge and spin: 0.0 kcal/mol
- HOMO (alpha / beta): -0.4354 / -0.5542 Ha
- 2S+1: 6

Element x y z (Å)
Ir (0.13624, 1.49387, -0.13274)
N (7.21479, 0.63705, 0.78682)
C (6.54045, 1.52254, -0.00796)
O (7.09543, 2.39723, -0.68431)
C (5.04168, 1.43980, 0.03124)
C (4.34117, 2.31331, -0.83308)
C (2.96487, 2.33655, -0.83688)
N (2.21930, 1.52608, -0.03384)
C (2.88195, 0.67184, 0.80674)
C (4.25329, 0.59774, 0.84398)
H (8.22224, 0.60282, 0.71796)
H (6.74846, -0.20326, 1.10527)
H (4.94864, 2.94764, -1.46892)
H (2.42429, 2.96721, -1.51841)
H (2.27695, 0.05268, 1.44897)
H (4.74951, -0.10466, 1.49813)
I (-0.26853, 3.89664, -1.95356)
C (-0.02646, 3.36129, 0.19614)
H (-0.95541, 3.69661, 0.62756)
H (0.77282, 4.00854, 0.55133)
N (0.38298, -0.49621, -0.36963)
C (0.29039, -1.66450, -0.33701)
N (0.15816, -2.96497, -0.19056)
C (0.55432, -3.67218, 1.08288)
C (1.72381, -4.62390, 0.79551)
C (1.34906, -5.59731, -0.35266)
C (0.93127, -4.82341, -1.63153)
C (-0.21756, -3.86816, -1.32487)
H (-0.33065, -4.20668, 1.45467)
H (0.81720, -2.90413, 1.82375)
H (1.92864, -5.17982, 1.71995)
H (2.62724, -4.05294, 0.55324)
H (0.49134, -6.22556, -0.04366)
H (2.17519, -6.28804, -0.54833)
H (0.59235, -5.51358, -2.41329)
H (1.78126, -4.26111, -2.03989)
H (-1.12321, -4.42788, -1.02477)
H (-0.47049, -3.21373, -2.17502)
C (-3.97495, 3.35254, 1.14833)
Si (-2.81640, 1.97338, 1.72174)
C (-1.58234, 2.68007, 2.92144)
C (-3.84932, 0.61243, 2.55876)
C (-1.86906, 1.08804, 0.29387)
Si (-2.78032, 0.76144, -1.41510)
C (-1.61404, 0.60091, -2.86784)
C (-3.68166, -0.88021, -1.19241)
C (-3.98138, 2.13707, -1.88880)
H (-4.17910, 3.98413, 2.02108)
H (-4.92540, 2.95522, 0.79512)
H (-3.54106, 3.99411, 0.36597)
H (-1.85213, 2.34450, 3.92444)
H (-1.52989, 3.76814, 2.95141)
H (-0.58745, 2.28824, 2.68720)
H (-4.50072, 0.97966, 3.34899)
H (-3.17282, -0.11814, 2.99935)
H (-4.47146, 0.09565, 1.82374)
H (-1.88699, 0.05185, 0.72845)
H (-0.58530, 0.35720, -2.59131)
H (-1.58988, 1.48203, -3.50909)
H (-2.01273, -0.22854, -3.45329)
H (-2.96226, -1.66388, -0.89520)
H (-4.17073, -1.20029, -2.11893)
H (-4.44173, -0.83834, -0.40314)
H (-3.54096, 3.13603, -1.79640)
H (-4.92224, 2.11981, -1.33212)
H (-4.22071, 1.98956, -2.94952)

Cartesian forces (eV/Å) of the 2 atoms listed first:
-1.54 -0.52 -0.63
0.54 0.70 -0.57

Density functional theory data (the ωB97M-V functional and the def2-TZVPD basis) for a cluster of 5 separate species, C20H37IO16P2Si in total in a non-equilibrium geometry.

Output
- Molar mass: 750.438 g/mol
- Charge: 0
- Structure (SMILES): CCCCC[Si@@](CCCI)([PH2]=O)P(=O)(O)O.O=C1OCCO1.O=C1OCCO1.O=C1OCCO1.O=C1OCCO1
- HOMO: -0.3332 Ha

Element x y z (Å)
C (4.45381, 1.97285, 0.62805)
C (3.53667, 2.39013, -0.56578)
C (2.10345, 1.77753, -0.39676)
C (1.15843, 2.49498, -1.39203)
C (-0.25037, 1.81575, -1.51892)
Si (-1.48237, 2.33693, -0.17975)
C (-3.09736, 1.32136, -0.21687)
C (-2.93486, -0.17765, -0.60436)
C (-1.88658, -0.98056, 0.21350)
I (-2.38120, -1.12630, 2.33457)
P (-0.65910, 2.15601, 1.90847)
O (0.00718, 3.48579, 2.28840)
P (-1.98637, 4.50746, -0.41696)
O (-0.88717, 5.32170, -1.02804)
O (-3.34827, 4.60853, -1.40523)
O (-2.49165, 5.09452, 1.07762)
H (4.79953, 0.93029, 0.56037)
H (3.89232, 2.13769, 1.56579)
H (5.34210, 2.63377, 0.62806)
H (3.40675, 3.48672, -0.56106)
H (3.96798, 2.09876, -1.54135)
H (2.14453, 0.68404, -0.57259)
H (1.83753, 1.92044, 0.66665)
H (1.62451, 2.41443, -2.39335)
H (1.06534, 3.57453, -1.18009)
H (-0.11941, 0.71880, -1.51849)
H (-0.69597, 2.10047, -2.49623)
H (-3.64460, 1.48304, 0.73220)
H (-3.73020, 1.78061, -1.01209)
H (-2.70923, -0.33871, -1.67406)
H (-3.91285, -0.66428, -0.41656)
H (-0.84010, -0.66816, 0.06103)
H (-1.93953, -2.02343, -0.14844)
H (0.24027, 1.05417, 1.93822)
H (-1.79091, 1.86285, 2.73624)
H (-4.05590, 4.23460, -0.86878)
H (-3.12197, 4.43619, 1.39353)
C (-4.89734, 3.16725, 3.86020)
C (-4.69787, 2.74558, 5.29075)
O (-5.19519, 1.40731, 5.29360)
C (-5.11610, 0.93325, 4.02617)
O (-5.29135, -0.19890, 3.72282)
O (-4.80347, 1.92833, 3.15285)
H (-4.13588, 3.86879, 3.52022)
H (-5.88492, 3.60080, 3.68416)
H (-3.64435, 2.73265, 5.58061)
H (-5.25051, 3.36639, 5.99326)
C (2.80983, 2.88026, -5.55401)
C (3.91816, 2.17362, -6.28725)
O (4.45641, 1.31210, -5.28449)
C (3.48574, 1.09883, -4.36324)
O (3.55278, 0.29910, -3.48974)
O (2.42565, 1.91938, -4.56965)
H (1.97022, 3.13084, -6.19968)
H (3.15146, 3.78650, -5.04821)
H (3.55043, 1.56414, -7.11647)
H (4.67856, 2.85705, -6.66052)
C (0.46505, -4.93369, 3.87735)
C (1.12505, -5.88229, 2.91378)
O (0.24804, -5.84072, 1.78696)
C (-0.41895, -4.66277, 1.83321)
O (-1.09941, -4.25137, 0.94760)
O (-0.20855, -4.02213, 3.00790)
H (1.18097, -4.40972, 4.50763)
H (-0.27432, -5.42650, 4.51332)
H (2.11611, -5.54463, 2.60238)
H (1.20404, -6.89413, 3.30611)
C (1.23584, -6.43995, -2.26763)
C (1.53298, -5.58083, -1.07044)
O (2.50430, -6.35205, -0.36224)
C (3.10651, -7.17322, -1.25876)
O (4.07040, -7.82456, -1.02813)
O (2.46177, -7.15076, -2.45205)
H (0.98668, -5.85752, -3.15275)
H (0.43493, -7.15908, -2.07885)
H (1.97633, -4.61973, -1.34476)
H (0.65555, -5.40346, -0.45692)

Cartesian forces (eV/Å) of the 2 atoms listed first:
-0.09 0.76 -0.68
-0.42 -0.58 0.77

Density functional theory data (the ωB97M-V functional and the def2-TZVPD basis) for a structure of composition C20H37LuN2O2P2 in a non-equilibrium geometry.

Output
- Molar mass: 574.443 g/mol
- Charge: 0
- HOMO (alpha / beta): -0.1520 / -0.1474 Ha

Element x y z (Å)
C (2.43097, 2.46114, -3.11552)
C (1.46789, 1.69883, -2.48825)
N (1.42946, 1.62116, -1.11893)
C (2.46210, 2.13561, -0.39176)
C (3.42584, 2.90631, -0.99738)
C (3.39839, 3.12244, -2.37275)
C (0.55696, 0.87830, -3.37818)
P (-0.86293, -0.02092, -2.58777)
Lu (-0.43792, 0.94849, -0.07312)
P (1.66413, 0.39873, 1.64074)
C (2.55001, 1.89335, 1.09003)
O (2.49708, -1.85678, -4.33142)
O (3.65337, -1.47875, -0.88631)
H (2.38665, 2.53046, -4.20493)
H (4.21241, 3.32179, -0.38301)
H (4.15878, 3.72026, -2.87395)
C (-2.05542, 1.15661, -3.32362)
C (-1.06553, -1.45868, -3.72498)
H (3.60643, 1.74793, 1.35891)
H (2.18553, 2.76780, 1.65136)
H (1.07613, 0.06611, -3.83141)
H (0.19858, 1.49316, -4.22929)
C (1.21804, 0.87321, 3.35001)
C (3.08803, -0.70195, 1.94353)
H (2.72264, -1.69688, -0.99059)
H (4.10239, -2.29640, -1.21775)
H (2.36300, -1.89930, -3.38327)
H (3.01980, -1.03346, -4.53478)
H (-0.85203, 2.36190, 1.06714)
H (-0.52111, -1.13002, 0.10238)
H (-2.04136, 1.01867, -4.42014)
H (-3.05450, 0.96776, -2.91154)
H (-1.73831, 2.18510, -3.09313)
H (-1.55468, -1.13746, -4.66282)
H (-0.09409, -1.92150, -3.97472)
H (-1.70629, -2.21096, -3.23447)
H (3.79310, -0.18716, 2.61595)
H (2.75939, -1.63897, 2.41196)
H (3.58848, -0.94231, 0.99380)
H (2.13498, 1.00934, 3.94462)
H (0.63344, 1.80126, 3.33340)
H (0.60693, 0.07588, 3.79472)
C (-4.77823, 0.08173, 2.74123)
N (-3.53742, 0.47317, 2.13737)
C (-2.64592, 1.23556, 2.94516)
C (-3.04484, -0.23713, 0.97129)
C (-2.21158, -1.47833, 1.30200)
C (-2.82006, -2.51581, 1.97362)
C (-2.07690, -3.55460, 2.50681)
C (-0.69409, -3.62393, 2.30413)
C (-0.07042, -2.66213, 1.51997)
C (-0.85533, -1.62714, 0.99914)
H (-5.19787, 0.93778, 3.29138)
H (-4.66714, -0.74744, 3.46185)
H (-5.48714, -0.23095, 1.96366)
H (-1.96117, 0.61950, 3.54682)
H (-2.01726, 1.89464, 2.31568)
H (-3.22216, 1.89068, 3.61079)
H (-3.95279, -0.59049, 0.44816)
H (-2.58092, 0.55154, 0.27354)
H (-3.90009, -2.48731, 2.04264)
H (-2.58067, -4.32318, 3.07908)
H (-0.10929, -4.43520, 2.70149)
H (1.00456, -2.72107, 1.30147)

Cartesian forces (eV/Å) of the 2 atoms listed first:
-1.11 -0.61 -0.25
1.20 0.70 -1.37

Density functional theory data (the ωB97M-V functional and the def2-TZVPD basis) for a structure of composition C20H37N2O2P3W in a non-equilibrium geometry.

Output
- Molar mass: 614.290 g/mol
- Charge: +4
- ΔE to the lowest compared entry with this formula, charge and spin: 0.0 kcal/mol
- HOMO (alpha / beta): -0.7395 / -0.7675 Ha
- 2S+1: 3

Element x y z (Å)
P (2.65485, -0.35478, 0.12433)
C (3.49034, -0.51412, 1.72785)
H (4.57782, -0.47591, 1.49907)
H (3.26418, -1.48220, 2.21394)
H (3.25315, 0.32329, 2.41476)
C (3.19377, -1.86894, -0.69093)
H (3.07213, -1.78433, -1.78289)
H (2.61410, -2.71807, -0.29937)
H (4.26304, -1.97336, -0.45353)
C (3.60355, 1.04517, -0.61297)
H (4.64066, 0.70983, -0.63598)
H (3.49717, 1.92270, 0.03244)
H (3.24253, 1.26273, -1.62181)
P (-0.78575, 2.86215, -0.29577)
C (-0.89654, 3.85681, 1.21637)
H (-1.33797, 4.83602, 0.91787)
H (0.10575, 4.04733, 1.65148)
H (-1.54833, 3.39151, 1.98394)
C (0.26250, 3.87149, -1.34051)
H (0.18981, 3.52437, -2.38179)
H (1.30028, 3.80999, -0.97623)
H (-0.12293, 4.90136, -1.27231)
C (-2.50189, 2.89678, -0.91346)
H (-2.71444, 3.94883, -1.13502)
H (-3.18738, 2.52611, -0.13905)
H (-2.58267, 2.29194, -1.82273)
P (-2.06647, -1.68755, 0.15213)
C (-2.93426, -1.98783, 1.70479)
H (-3.60954, -2.85012, 1.50499)
H (-3.56402, -1.11846, 1.99957)
H (-2.25619, -2.26465, 2.53470)
C (-3.50838, -1.42974, -0.94407)
H (-4.21672, -2.22535, -0.69227)
H (-3.21114, -1.53153, -1.99561)
H (-3.93371, -0.43741, -0.74790)
C (-1.42288, -3.33538, -0.24037)
H (-2.31182, -3.95880, -0.42935)
H (-0.84534, -3.71808, 0.61429)
H (-0.79235, -3.29027, -1.14209)
W (-0.04099, 0.23080, -0.41813)
C (0.95769, 1.31222, 0.93688)
O (1.38157, 1.89495, 1.95501)
C (-1.47584, 0.61781, 0.93122)
O (-2.12103, 0.96256, 1.95182)
C (-1.39176, 0.05188, -2.65411)
C (-0.75328, -1.19335, -2.47946)
C (0.64073, -1.25629, -2.40059)
C (1.41494, -0.09278, -2.55759)
C (0.78193, 1.14725, -2.71957)
C (-0.62977, 1.21934, -2.78153)
H (-2.44973, 0.04858, -3.08048)
H (-1.32377, -2.11651, -2.80199)
H (1.15222, -2.25135, -2.61505)
H (2.47511, -0.20089, -2.94137)
H (1.36918, 2.00394, -3.18719)
H (-1.08076, 2.10625, -3.31396)
N (0.35177, -1.58362, 4.11198)
C (0.76622, -2.67406, 3.34627)
C (0.71083, -2.22083, 2.01918)
N (0.25620, -0.92000, 1.97310)
C (0.07812, -0.55894, 3.23567)
H (0.26955, -1.53904, 5.10284)
H (1.03710, -3.63690, 3.77224)
H (0.97795, -2.72500, 1.14170)
H (-0.22903, 0.35244, 3.74653)

Cartesian forces (eV/Å) of the 2 atoms listed first:
1.50 0.47 0.24
-0.12 0.10 0.82

Among the records above, which one has the lowest molar mass?
C20H37LuN2O2P2